1.
Density functional theory data (ωB97M-V/def2-TZVPD) for a cluster of 7 separate species, C19H35N3O5S in total at a distorted geometry.

Its SMILES is O=S1(=O)CCCC1.CC(C)=O.CC(C)=O.CC(C)=O.CC#N.CC#N.CC#N. Its lowest unoccupied orbital energy is 0.009 Ha. Its net charge is 0. Its highest occupied orbital energy is -9.2 eV.

Each line ends with the natural charge from an NBO analysis.
CARTESIAN COORDINATES (ANGSTROEM)
O: 1.503 -1.597 1.547  -0.943
S: 1.270 -1.021 0.275  2.151
O: 2.281 -0.264 -0.489  -0.929
C: 0.491 -2.322 -0.796  -0.640
C: -0.968 -2.170 -0.741  -0.411
C: -1.306 -0.735 -0.531  -0.407
C: -0.216 -0.049 0.334  -0.689
H: 0.935 -3.276 -0.512  0.250
H: 0.719 -2.061 -1.830  0.236
H: -1.328 -2.593 -1.679  0.231
H: -1.301 -2.819 0.068  0.201
H: -2.313 -0.542 -0.162  0.217
H: -1.484 -0.212 -1.471  0.212
H: -0.635 -0.053 1.340  0.250
H: 0.142 0.930 0.016  0.270
C: 3.597 -2.693 -3.954  -0.726
C: 4.876 -2.230 -3.300  0.594
C: 5.455 -0.886 -3.666  -0.719
O: 5.487 -2.892 -2.466  -0.545
H: 3.691 -2.426 -5.007  0.218
H: 2.654 -2.315 -3.558  0.251
H: 3.669 -3.780 -3.987  0.235
H: 5.693 -0.322 -2.764  0.244
H: 4.624 -0.371 -4.148  0.210
H: 6.343 -0.929 -4.296  0.238
C: 0.702 0.911 5.374  -0.723
C: 0.881 1.671 4.082  0.615
C: 2.229 2.307 3.939  -0.734
O: 0.087 1.678 3.182  -0.564
H: 1.688 0.472 5.525  0.227
H: -0.146 0.233 5.282  0.247
H: 0.525 1.608 6.193  0.233
H: 2.310 3.209 4.545  0.234
H: 2.296 2.502 2.869  0.235
H: 3.043 1.606 4.123  0.232
C: 0.200 3.972 -0.982  -0.743
C: -1.272 3.722 -0.898  0.593
C: -2.130 4.544 -1.799  -0.729
O: -1.720 2.878 -0.121  -0.553
H: 0.494 5.019 -1.062  0.228
H: 0.738 3.456 -1.776  0.256
H: 0.650 3.604 -0.060  0.245
H: -2.868 5.108 -1.230  0.249
H: -2.564 3.906 -2.569  0.231
H: -1.634 5.362 -2.321  0.224
C: -3.509 -0.129 2.712  -0.733
C: -3.144 -0.567 3.993  0.291
N: -2.890 -0.912 5.094  -0.342
H: -4.141 -0.927 2.323  0.247
H: -2.600 0.071 2.146  0.268
H: -4.070 0.787 2.899  0.269
C: -2.254 1.151 -3.635  -0.712
C: -0.826 0.623 -3.592  0.278
N: 0.288 0.231 -3.639  -0.339
H: -2.501 1.351 -2.592  0.256
H: -2.910 0.412 -4.093  0.262
H: -2.201 2.130 -4.112  0.252
C: -2.704 -3.777 2.415  -0.731
C: -2.833 -4.646 1.244  0.283
N: -2.948 -5.330 0.321  -0.335
H: -1.643 -3.531 2.361  0.269
H: -3.204 -4.213 3.279  0.272
H: -3.299 -2.865 2.354  0.240

2.
Density functional theory data (ωB97M-V/def2-TZVPD) for a structure of composition C19H36BBiFN16OSbSe4Si at a distorted geometry.

Its lowest unoccupied orbital energy (alpha / beta) is 0.067 / 0.115 Ha. For the relative energy (zero: lowest compared OMol25 entry of this formula, charge and spin), the calculation gives 64.6 kcal/mol. Its net charge is -2. Its highest occupied orbital energy (alpha / beta) is -2.2 / -2.1 eV.

Each line ends with the Löwdin charge.
CARTESIAN COORDINATES (ANGSTROEM)
Bi: -0.379 0.278 -0.433  1.466
C: -1.969 -2.864 0.571  -0.201
Si: -2.547 -1.724 1.957  0.390
C: -4.405 -1.375 1.758  -0.187
C: -2.389 -2.714 3.579  -0.178
N: -1.406 -0.412 2.057  -0.059
C: -1.460 0.605 2.920  -0.315
C: -2.582 0.882 3.752  -0.005
C: -2.599 1.926 4.643  -0.086
C: -1.509 2.789 4.753  -0.071
C: -0.388 2.562 3.964  -0.012
C: -0.372 1.499 3.095  -0.247
F: 0.743 1.303 2.398  0.058
H: -2.799 -3.459 0.194  -0.019
H: -1.190 -3.549 0.916  0.024
H: -1.557 -2.325 -0.282  -0.034
H: -4.912 -2.233 1.314  0.023
H: -4.585 -0.523 1.103  -0.016
H: -4.889 -1.156 2.716  0.015
H: -2.954 -3.644 3.510  0.026
H: -2.772 -2.140 4.426  0.013
H: -1.345 -2.956 3.786  0.019
H: -3.443 0.234 3.663  0.087
H: -3.479 2.085 5.255  0.100
H: -1.533 3.631 5.431  0.099
H: 0.480 3.205 4.016  0.120
N: 2.430 2.663 -1.815  0.132
C: 1.129 2.810 -2.202  -0.482
N: 0.752 3.838 -2.947  0.015
N: -0.556 3.638 -3.159  -0.086
N: -0.954 2.571 -2.580  -0.096
N: 0.090 1.989 -1.939  -0.135
C: 2.875 1.836 -0.818  -0.525
N: 4.129 1.842 -0.380  0.008
N: 4.148 0.871 0.547  -0.107
N: 2.984 0.326 0.648  -0.090
N: 2.133 0.914 -0.207  -0.116
H: 3.062 3.376 -2.134  0.131
C: 3.217 -1.224 -2.607  -0.072
N: 3.095 -2.537 -1.981  -0.200
C: 2.309 -3.453 -2.808  -0.077
C: 2.547 -2.462 -0.658  -0.471
N: 1.304 -2.205 -0.496  0.119
N: 3.426 -2.842 0.323  -0.147
C: 2.976 -2.849 1.700  -0.077
C: 4.863 -2.708 0.146  -0.071
H: 3.720 -1.340 -3.569  0.084
H: 3.822 -0.574 -1.973  0.068
H: 2.243 -0.750 -2.779  0.071
H: 1.276 -3.123 -2.933  0.048
H: 2.321 -4.440 -2.341  0.085
H: 2.777 -3.515 -3.791  0.083
H: 1.024 -2.222 0.481  0.009
H: 2.823 -1.833 2.072  0.071
H: 3.734 -3.349 2.303  0.076
H: 2.045 -3.416 1.784  0.079
H: 5.094 -2.824 -0.908  0.076
H: 5.367 -3.489 0.720  0.073
H: 5.209 -1.728 0.487  0.069
Se: -3.804 0.016 -4.928  0.071
Sb: -4.140 -0.474 -2.526  -0.291
Se: -4.586 -2.835 -2.136  -0.201
Se: -6.214 0.800 -2.054  -0.270
Se: -2.802 0.795 -0.792  0.094
B: -0.369 -1.792 -4.864  -0.447
C: -0.490 -1.279 -3.414  -0.229
N: -0.649 -0.857 -2.348  -0.088
H: -1.445 -1.534 -5.374  -0.031
H: -0.178 -2.981 -4.866  0.008
H: 0.506 -1.147 -5.396  0.015
C: 0.922 4.593 0.682  -0.068
N: -0.370 4.766 0.061  0.027
C: -1.346 3.823 0.113  -0.638
N: -2.545 4.197 -0.419  0.164
O: -1.172 2.745 0.696  -0.148
H: 1.724 4.814 -0.022  0.076
H: 1.011 3.556 1.002  0.068
H: 1.021 5.240 1.560  0.076
H: -0.542 5.600 -0.470  0.129
H: -2.519 4.811 -1.218  0.093
H: -3.190 3.424 -0.535  0.037

3.
Density functional theory data (ωB97M-V/def2-TZVPD) for a structure of composition C19H36N2NbO9S at a distorted geometry.

Its lowest unoccupied orbital energy is 0.047 Ha. Its net charge is -1. Its highest occupied orbital energy is -5.4 eV.

Each line ends with the natural charge from an NBO analysis.
CARTESIAN COORDINATES (ANGSTROEM)
C: -2.624 -2.111 5.756  -0.870
S: -2.728 -0.800 4.527  1.620
O: -2.664 0.468 5.263  -0.996
O: -4.015 -1.031 3.857  -0.975
Nb: -0.953 -0.914 2.629  1.808
C: 0.786 -0.155 3.878  -1.104
C: 0.670 -0.204 5.364  0.424
O: 1.583 -0.510 6.087  -0.575
C: -1.646 1.132 2.023  -0.931
C: -0.644 2.099 1.363  -0.399
C: -0.058 1.659 0.023  -0.223
N: 1.337 1.158 0.128  -0.837
C: -0.562 -3.117 3.075  -0.425
C: 0.211 -3.581 4.143  -0.279
C: 0.400 -4.946 4.340  0.013
N: -0.111 -5.891 3.556  -0.437
C: -0.835 -5.464 2.526  0.009
C: -1.092 -4.124 2.251  -0.241
H: -3.219 -2.934 5.387  0.240
H: -1.601 -2.405 5.955  0.229
H: -3.088 -1.718 6.656  0.234
H: -2.233 -1.542 1.482  -0.335
H: 0.143 -1.077 1.206  -0.330
H: 1.664 -0.756 3.632  0.254
H: 1.050 0.873 3.623  0.264
H: -0.295 0.015 5.836  0.131
H: -2.461 1.005 1.310  0.237
H: -2.096 1.625 2.885  0.258
H: 0.178 2.372 2.023  0.190
H: -1.187 3.026 1.174  0.192
H: -0.020 2.536 -0.621  0.167
H: -0.706 0.930 -0.457  0.185
H: 1.479 0.877 1.092  0.352
H: 1.387 0.277 -0.371  0.362
H: 0.684 -2.887 4.822  0.213
H: 0.994 -5.281 5.178  0.178
H: -1.248 -6.225 1.879  0.175
H: -1.705 -3.878 1.402  0.222
C: 2.932 -3.854 -3.693  -0.639
C: 3.382 -2.414 -3.808  -0.071
O: 2.551 -1.662 -4.709  -0.499
C: 1.380 -1.280 -4.201  0.977
O: 0.990 -1.478 -3.083  -0.634
O: 0.719 -0.595 -5.137  -0.507
C: -0.586 -0.172 -4.723  -0.262
H: 2.880 -4.316 -4.680  0.206
H: 3.635 -4.416 -3.079  0.218
H: 1.948 -3.920 -3.233  0.232
H: 4.380 -2.356 -4.239  0.185
H: 3.401 -1.923 -2.836  0.202
H: -0.544 0.351 -3.770  0.209
H: -1.250 -1.030 -4.640  0.192
H: -0.950 0.504 -5.490  0.193
C: -0.811 5.712 -1.642  -0.641
C: -0.626 6.287 -3.029  -0.069
O: 0.483 5.682 -3.714  -0.495
C: 0.241 4.479 -4.227  0.982
O: -0.816 3.902 -4.219  -0.652
O: 1.370 4.016 -4.762  -0.495
C: 1.257 2.687 -5.276  -0.254
H: 0.114 5.790 -1.070  0.216
H: -1.596 6.254 -1.114  0.216
H: -1.093 4.661 -1.686  0.231
H: -0.374 7.345 -2.976  0.185
H: -1.528 6.182 -3.631  0.193
H: 0.433 2.610 -5.981  0.190
H: 1.113 1.988 -4.456  0.194
H: 2.192 2.463 -5.780  0.196

4.
Density functional theory data (ωB97M-V/def2-TZVPD) for a cluster of 7 separate species, C19H36O15 in total at a distorted geometry.

Its SMILES is C[C@H]1COC(=O)O1.C[C@H]1COC(=O)O1.C[C@H]1COC(=O)O1.C[C@H]1COC(=O)O1.CO.CO.CO. Its lowest unoccupied orbital energy is 0.008 Ha. For the relative energy (zero: lowest compared OMol25 entry of this formula, charge and spin), the calculation gives 3.3 kcal/mol. Its net charge is 0. Its highest occupied orbital energy is -10.3 eV.

Each line ends with the natural charge from an NBO analysis.
CARTESIAN COORDINATES (ANGSTROEM)
C: -0.550 -2.164 3.609  -0.629
C: 0.151 -2.982 4.673  0.069
C: -0.787 -3.660 5.690  -0.096
O: -0.537 -5.045 5.561  -0.488
C: 0.311 -5.282 4.531  0.972
O: 0.626 -6.362 4.147  -0.576
O: 0.740 -4.123 4.000  -0.499
H: -1.180 -2.768 2.961  0.214
H: 0.221 -1.716 2.977  0.219
H: -1.084 -1.334 4.076  0.231
H: 0.966 -2.426 5.129  0.195
H: -1.838 -3.447 5.490  0.190
H: -0.563 -3.332 6.704  0.196
C: -3.251 -3.576 -2.614  -0.639
C: -3.155 -3.749 -1.103  0.067
C: -2.345 -2.690 -0.375  -0.102
O: -3.305 -1.678 -0.070  -0.511
C: -4.554 -2.222 -0.157  0.968
O: -5.543 -1.622 0.110  -0.573
O: -4.478 -3.498 -0.561  -0.489
H: -3.871 -4.381 -3.003  0.228
H: -2.265 -3.700 -3.074  0.229
H: -3.608 -2.582 -2.879  0.216
H: -2.874 -4.780 -0.910  0.208
H: -1.511 -2.297 -0.946  0.211
H: -2.070 -3.131 0.589  0.184
C: 4.309 5.948 -3.180  -0.635
C: 3.997 5.421 -1.817  0.058
C: 2.936 6.212 -1.065  -0.096
O: 1.922 5.248 -0.751  -0.482
C: 2.239 4.046 -1.265  0.980
O: 1.547 3.081 -1.190  -0.605
O: 3.454 4.078 -1.852  -0.498
H: 4.598 7.002 -3.115  0.225
H: 3.439 5.933 -3.842  0.224
H: 5.124 5.454 -3.706  0.235
H: 4.909 5.283 -1.235  0.196
H: 2.440 7.003 -1.627  0.197
H: 3.326 6.653 -0.148  0.202
C: -3.892 2.740 0.735  -0.627
C: -2.950 1.721 1.342  0.059
C: -1.453 1.991 1.144  -0.095
O: -0.865 1.730 2.412  -0.501
C: -1.832 1.786 3.360  0.973
O: -1.632 1.836 4.530  -0.586
O: -3.048 1.769 2.789  -0.493
H: -3.404 3.708 0.628  0.208
H: -4.803 2.796 1.323  0.241
H: -4.141 2.394 -0.270  0.223
H: -3.197 0.710 1.014  0.206
H: -1.301 3.041 0.876  0.181
H: -0.970 1.374 0.390  0.207
C: 1.072 -0.978 0.280  -0.261
O: 0.911 -0.442 -1.041  -0.745
H: 0.428 -1.846 0.378  0.179
H: 2.122 -1.116 0.544  0.178
H: 0.695 -0.238 1.000  0.169
H: 1.408 0.384 -1.009  0.483
C: 4.742 -0.136 -2.470  -0.247
O: 5.438 0.950 -3.089  -0.728
H: 4.842 -1.093 -2.966  0.191
H: 5.145 -0.215 -1.453  0.156
H: 3.695 0.154 -2.341  0.161
H: 5.101 1.753 -2.685  0.466
C: -0.142 -1.832 -4.481  -0.251
O: 0.549 -2.716 -3.628  -0.726
H: 0.022 -0.766 -4.304  0.173
H: 0.151 -2.065 -5.507  0.178
H: -1.238 -1.937 -4.479  0.149
H: 0.664 -2.271 -2.781  0.480